Record 1
# C4H11N2O

A 2-piece molecular cluster, C4H11N2O overall (wB97M-V/def2-TZVPD, the Open Molecules 2025 dataset).

Cartesian coordinates (Å):
C1 -2.3539 1.0595 -0.7792
N1 -1.2840 0.3762 -0.0958
C2 -1.5045 0.0467 1.1661
N2 -0.6474 -0.5635 1.9568
H1 -2.5142 0.5751 -1.7493
H2 -3.3138 1.0302 -0.2339
H3 -2.1102 2.1103 -0.9935
H4 0.3239 0.5662 -0.8614
H5 -2.5668 0.1238 1.4882
H6 -1.1057 -0.6818 2.8577
C3 2.1147 0.0043 -0.2651
O1 1.2735 0.6385 -1.2133
C4 2.0166 -1.5121 -0.4004
H7 1.8876 0.3648 0.7385
H8 3.1565 0.2726 -0.4998
H9 2.7930 -1.9573 0.2373
H10 2.2492 -1.7628 -1.4381
H11 1.0420 -1.8680 -0.0799

Properties
Total charge: -1
E_HOMO (eV): -2.84
ΔE to the lowest compared entry with this formula, charge and spin (kJ/mol): 31.73

=====

Record 2
# C20H39AsF6NNaO8S4

C20H39AsF6NNaO8S4 as an isolated structure (wB97M-V/def2-TZVPD, the Open Molecules 2025 dataset).

Cartesian coordinates (Å):
Na1 -24.0432 12.8982 -11.9520
As1 -27.7226 10.9708 -11.3515
F1 -26.4122 9.7926 -11.1467
F2 -27.6269 10.5171 -13.1207
F3 -28.9814 12.1836 -11.6883
F4 -27.7140 11.3733 -9.6002
F5 -26.4376 12.2529 -11.5412
F6 -28.8933 9.7103 -10.9939
C1 -19.7005 8.6817 -11.4983
C2 -19.3101 9.8769 -10.6922
C3 -20.3242 10.2642 -9.6521
C4 -21.3445 11.3007 -9.9747
N1 -22.1318 12.0950 -10.2880
H1 -20.1560 7.8320 -10.9898
H2 -18.7990 8.3658 -12.0234
H3 -20.4040 9.0153 -12.2611
H4 -18.9163 10.6747 -11.3219
H5 -18.4375 9.5503 -10.1266
H6 -19.8910 10.6069 -8.7124
H7 -20.7701 9.3335 -9.3013
C5 -23.6912 7.0635 -13.9994
C6 -22.3536 7.6238 -14.3748
C7 -22.6662 8.9874 -15.0714
S1 -24.2212 9.7038 -14.3804
O1 -25.2320 9.7182 -15.4378
O2 -24.0142 10.9077 -13.5111
C8 -24.5023 8.1914 -13.3978
H8 -23.6109 6.2241 -13.3086
H9 -24.1748 6.6368 -14.8781
H10 -21.7671 6.9657 -15.0161
H11 -21.8397 7.7869 -13.4275
H12 -22.8188 8.7258 -16.1185
H13 -21.8296 9.6857 -15.0949
H14 -25.5869 8.0858 -13.3749
H15 -24.0931 8.4587 -12.4236
C9 -18.4039 13.5708 -13.9427
C10 -19.1761 14.1036 -15.2378
C11 -20.5838 13.5532 -15.3169
S2 -21.0355 13.0023 -13.6267
O3 -21.1971 11.5538 -13.6053
O4 -22.0775 13.8567 -13.0792
C12 -19.4029 13.4702 -12.7738
H16 -17.5007 14.1452 -13.7367
H17 -18.1667 12.5182 -14.0973
H18 -18.5842 13.8759 -16.1244
H19 -19.2954 15.1863 -15.1985
H20 -20.7103 12.6594 -15.9279
H21 -21.3430 14.2198 -15.7260
H22 -19.3208 13.0109 -11.7887
H23 -19.5518 14.4960 -12.4366
C13 -20.7948 16.4118 -9.8602
C14 -21.0586 15.4126 -8.7867
C15 -22.5054 15.4361 -8.3166
S3 -23.4877 16.0103 -9.7141
O5 -24.2540 17.1719 -9.3641
O6 -24.0984 14.8584 -10.3699
C16 -22.0315 16.4474 -10.7256
H24 -19.9334 16.2684 -10.5126
H25 -20.5099 17.3503 -9.3848
H26 -20.4055 15.5040 -7.9188
H27 -20.8876 14.4397 -9.2476
H28 -22.5521 16.2614 -7.6061
H29 -22.9934 14.5723 -7.8652
H30 -22.0913 17.3462 -11.3394
H31 -22.0236 15.6504 -11.4690
C17 -27.8126 13.2040 -15.9893
C18 -27.6019 14.6693 -16.0905
C19 -26.0936 14.8605 -16.2934
S4 -25.2105 13.5317 -15.3927
O7 -25.0856 13.8659 -13.9879
O8 -24.0752 13.0382 -16.1455
C20 -26.6088 12.3743 -15.4984
H32 -27.9236 12.8597 -17.0176
H33 -28.6981 12.9840 -15.3929
H34 -27.9820 15.1791 -15.2052
H35 -28.2592 14.9720 -16.9056
H36 -25.6227 15.7858 -15.9616
H37 -25.9306 14.7921 -17.3690
H38 -26.6962 11.7996 -14.5764
H39 -26.2849 11.6539 -16.2496

Properties
E_HOMO (eV): -9.88
ΔE to the lowest compared entry with this formula, charge and spin (kJ/mol): 0.00

=====

Record 3
# C6H15NO2

A 2-piece molecular cluster, C6H15NO2 overall (wB97M-V/def2-TZVPD, the Open Molecules 2025 dataset).

Cartesian coordinates (Å):
H1 1.6417 1.8364 -0.6803
N1 1.3372 0.8657 -0.7321
C1 1.1309 0.3141 0.4024
C2 1.4131 0.9359 1.7386
C3 0.8940 -1.1934 0.4231
C4 0.6530 -1.7809 -0.9628
O1 1.9879 -1.8344 1.0635
H2 2.1328 0.3240 2.2954
H3 1.8040 1.9512 1.6400
H4 0.4948 0.9671 2.3243
H5 0.0394 -1.3936 1.0799
H6 1.5051 -1.5719 -1.6072
H7 0.5246 -2.8584 -0.8822
H8 -0.2282 -1.3499 -1.4277
H9 2.7433 -1.8043 0.4644
C5 -2.7113 0.0646 -0.3809
C6 -1.8194 1.2993 -0.4823
O2 -1.1186 1.3997 -1.6718
H10 -3.3600 0.0068 -1.2546
H11 -2.1135 -0.8441 -0.3287
H12 -3.3204 0.1173 0.5162
H13 -2.4357 2.2001 -0.3883
H14 -1.0641 1.2562 0.3630
H15 -0.1306 1.0926 -1.5117

Properties
E_HOMO (eV): -9.62
ΔE to the lowest compared entry with this formula, charge and spin (kJ/mol): 176.25
Structure (SMILES): [H]/N=C(\C)[C@@H](C)O.CCO